ORCA calculation (ωB97M-V/def2-TZVPD) on a single C6H10 molecule.

```
! wB97M-V def2-TZVPD RIJCOSX def2/J DEFGRID3
* xyz 0 1
H 2.95 -0.65 -0.30
C -1.38 -0.98 0.76
C -1.01 0.33 -1.40
H -0.30 -0.33 -1.92
C -0.73 0.19 0.12
H 1.31 -0.77 1.33
C 0.13 1.04 0.77
H -1.05 -1.92 0.31
H -0.95 1.35 -1.75
H 2.69 1.26 -0.37
H -1.13 -1.03 1.83
H -2.01 -0.08 -1.49
H -2.49 -0.88 0.86
C 2.39 0.25 -0.10
H 0.32 2.12 0.71
C 1.26 0.08 0.65
*
```

Output
Molar mass   82.15 g/mol
LUMO energy   0.31 eV
HOMO energy   -7.1 eV
Structure (SMILES)   C=CC=C(C)C
Energy above the lowest of the compared OMol25 structures with the same formula, charge and spin   401.0 kJ/mol
Frontier orbital gap   7.4278 eV



ORCA calculation (ωB97M-V/def2-TZVPD) on a single C6H10 molecule.

```
! wB97M-V def2-TZVPD RIJCOSX def2/J DEFGRID3
* xyz 0 1
C 1.11 -0.02 1.31
H -1.85 -1.62 0.05
C 1.10 -0.76 -0.03
H 2.05 -0.58 -0.54
C -0.53 1.11 -0.89
H 0.09 0.07 1.70
H 1.52 0.99 1.22
C -1.71 0.61 -0.08
H 0.07 -0.79 -1.95
C -0.08 -0.39 -0.94
H -0.82 1.51 -1.87
H 1.04 -1.84 0.15
H 1.71 -0.55 2.06
H 0.16 1.82 -0.41
C -1.40 -0.68 -0.27
H -2.48 1.12 0.48
*
```

Output
Molar mass   82.15 g/mol
LUMO energy   1.25 eV
HOMO energy   -9.3 eV
Structure (SMILES)   CC[C@H]1C=CC1
Energy above the lowest of the compared OMol25 structures with the same formula, charge and spin   131.7 kJ/mol
Frontier orbital gap   10.5838 eV



ORCA calculation (ωB97M-V/def2-TZVPD) on a single C6H10 molecule.

```
! wB97M-V def2-TZVPD RIJCOSX def2/J DEFGRID3
* xyz 0 1
H -0.46 -1.69 -0.15
H 1.80 0.32 0.78
H -1.33 0.92 0.97
C -0.24 -1.04 -1.11
H 1.00 1.28 2.95
H 0.09 2.67 2.53
H -0.82 1.36 3.20
C 0.54 0.03 -0.95
C -0.69 -1.78 -2.31
C -0.23 0.87 1.28
H 0.82 0.74 -1.82
H -1.39 -2.58 -2.24
H -1.10 -1.16 -2.96
H 0.17 -2.39 -2.62
C 0.76 0.47 0.44
C 0.06 1.55 2.54
*
```

Output
Molar mass   82.15 g/mol
LUMO energy   1.28 eV
HOMO energy   -8.7 eV
Structure (SMILES)   C/C=C/C=C/C
Energy above the lowest of the compared OMol25 structures with the same formula, charge and spin   217.6 kJ/mol
Frontier orbital gap   10.0106 eV



It is found that the F_max values, taken in the order of the records, are 2.70; 0.27; 4.72 eV Å⁻¹.
It is found that the calculated total energy values, taken in the order of the records, are -234.4498; -234.5524; -234.5196 hartree.